No. 1
DFT (ωB97M-V/def2-TZVPD) results for C10H16N4OS2Se3TeTi as an isolated structure.

Values from the calculation:
LUMO energy (alpha / beta) in eV: -0.12 / -0.05
HOMO-LUMO gap (alpha / beta) in eV: 5.5 / 5.5
Calculated total energy in Ha: -9803.1538
Energy relative to the best compared isomer or geometry (same formula, charge and spin) in kcal per mole: 6.53

ORCA input file:
```
! wB97M-V def2-TZVPD RIJCOSX def2/J DEFGRID3
* xyz 0 1
Te -1.9259 -4.5775 -1.7786
H 1.8804 0.3958 -4.0622
N -1.3735 0.5693 0.4302
H 2.9862 -2.9504 1.9518
H -2.5490 2.2254 0.7958
H 2.0975 2.2303 -2.3737
S 1.9108 -0.0458 -1.7302
C -1.0727 1.8287 2.5650
C -0.6968 0.7602 1.5854
N -2.3725 1.4744 0.1455
Se -3.0886 -1.9944 0.7495
Ti -1.0904 -1.1873 -0.6300
N -4.0006 2.3267 -1.2201
H 3.6428 1.5873 -1.7104
N 0.2967 -1.2350 0.8799
H 3.4485 -0.3159 -3.5290
C 2.2278 -1.1249 2.8961
C 1.2650 -0.1713 2.8396
C -3.0514 1.3799 -0.9928
H 1.2529 0.6333 3.5613
H -0.9358 2.8430 2.1719
H -4.3856 2.8440 -0.4474
S -2.7318 0.1696 -2.1146
H 1.2380 -2.9653 0.2256
H -0.4737 1.7515 3.4668
C 0.2776 -0.2075 1.8114
H -2.1181 1.7183 2.8733
C 2.5593 1.6150 -1.6025
C 1.2786 -2.1817 0.9712
H 1.9988 -1.3473 -3.6865
C 2.3635 -0.3529 -3.4353
Se -0.3507 -2.7663 -2.5178
C 2.2418 -2.1682 1.9282
Se -1.8108 -3.9432 0.6490
H 2.2927 1.9812 -0.6130
H -4.6288 2.1363 -1.9819
O 0.4156 0.1533 -1.7429
H 2.9821 -1.0890 3.6714
*
```

No. 2
DFT (ωB97M-V/def2-TZVPD) results for one molecule with the formula C10H16N6O4.

Values from the calculation:
LUMO energy in eV: 0.66
SMILES: [H]/N=C(\COc1nc(OC)nc(N2CCOCC2)n1)NO
HOMO-LUMO gap in eV: 9.3
Calculated total energy in Ha: -1019.9981
Energy relative to the best compared isomer or geometry (same formula, charge and spin) in kcal per mole: 45.37

ORCA input file:
```
! wB97M-V def2-TZVPD RIJCOSX def2/J DEFGRID3
* xyz 0 1
O 2.7442 1.6961 -0.7241
N 1.6228 0.6226 0.8459
C -0.4620 0.1946 -0.7906
H 3.5239 1.8236 -2.6641
H 3.0942 3.3470 -1.8638
C -3.9822 0.7244 -1.3197
H 0.8994 0.1035 4.4816
H 2.0171 0.8261 3.6146
H -3.7876 -1.5381 -2.9463
N 3.4326 -1.1914 2.7821
H -5.0169 0.5757 -0.9836
N 2.2329 -2.0008 4.6085
N 0.6237 0.7605 -1.3082
C 2.4562 -1.1265 3.6674
H -3.3852 -1.2793 -0.6762
O -4.0275 0.5487 -2.6970
C -2.9716 -0.2530 -0.6166
H -3.5962 -0.7836 -4.2766
H 1.8548 2.3737 -2.5518
C 1.6432 0.9568 -0.4176
H 3.6304 -3.1097 3.1978
H 3.5257 -0.5222 2.0078
C -1.8166 -0.3778 -2.9495
H -1.1684 -1.1589 -3.2251
C -3.3672 -0.5833 -3.2692
O 3.9884 -2.4401 2.5502
N -0.4865 -0.1340 0.4643
O 0.3671 -0.2715 2.6177
C 0.5626 0.0306 1.2566
H -2.8207 -0.0376 0.4432
C 2.8053 2.2399 -2.0252
H 1.4178 -1.9527 5.2036
H -3.6724 1.7175 -1.1270
H -1.5852 0.5307 -3.4303
N -1.7219 -0.2555 -1.4612
C 1.4260 -0.0558 3.5824
*
```

No. 3
DFT (ωB97M-V/def2-TZVPD) results for a 2-piece molecular cluster, C10H16O overall.

Values from the calculation:
LUMO energy in eV: 0.78
SMILES: Cc1ccc(O)cc1.CCC
HOMO-LUMO gap in eV: 9.2
Calculated total energy in Ha: -465.8174
Energy relative to the best compared isomer or geometry (same formula, charge and spin) in kcal per mole: 50.46

ORCA input file:
```
! wB97M-V def2-TZVPD RIJCOSX def2/J DEFGRID3
* xyz 0 1
C 2.2838 -0.4806 -2.3070
C 1.1613 -1.3376 -2.5162
H 0.8033 2.3616 -1.2131
C -1.5227 -0.1290 1.8103
H -2.4828 0.2906 1.5412
H -2.0157 1.0878 -1.1884
H -1.5908 -1.8936 3.2372
H -1.0347 -1.2512 -2.5044
O 3.4816 -1.1346 -2.4946
H 0.2183 0.5670 3.7789
C -0.1453 0.5975 -2.0873
H 0.7021 -0.8954 3.5244
H 4.0902 -0.9857 -1.7863
H -1.1121 2.4334 -1.8051
H -1.3888 -1.0107 1.1756
H -0.8274 0.6971 1.8019
C -0.0835 -0.7430 -2.3859
C -1.4610 1.4443 -2.0754
H -2.4103 -0.3774 3.7003
H -2.1759 1.4601 -2.8958
H 3.0711 1.3294 -1.4674
C -0.2072 -0.4504 3.9445
C 2.1894 0.8012 -1.8248
H -0.3196 -0.5600 5.0207
C 0.9242 1.3754 -1.6328
C -1.5095 -0.8044 3.2565
H 1.3620 -2.3921 -2.6069
*
```

No. 4
DFT (ωB97M-V/def2-TZVPD) results for a 2-piece molecular cluster, C10H16O overall.

Values from the calculation:
LUMO energy in eV: 0.82
SMILES: CCc1ccc(O)cc1.CC
HOMO-LUMO gap in eV: 9.0
Calculated total energy in Ha: -465.7831
Energy relative to the best compared isomer or geometry (same formula, charge and spin) in kcal per mole: 71.95

ORCA input file:
```
! wB97M-V def2-TZVPD RIJCOSX def2/J DEFGRID3
* xyz 0 1
H -3.2368 1.3816 -0.5930
H -3.5246 1.9229 1.0455
C 0.3796 -0.8592 -1.8993
H 0.9409 -0.5853 -2.7102
C 0.3970 -2.2306 -1.7548
H 2.2445 2.2898 0.0337
C 2.5352 1.5553 2.0077
C 1.8806 1.4217 0.6351
H 1.8312 -2.5349 -2.9380
C -1.2092 -2.0211 -0.0479
H 2.0133 1.2361 2.8465
H -1.8510 -2.4293 0.6572
H 2.1297 0.5156 -0.0234
C -1.8541 0.3832 0.9164
C -0.4519 0.0218 -1.2377
C -2.7033 1.5641 0.4160
H 3.4237 0.9532 1.9069
H -1.9946 2.3952 0.0858
H 2.6678 2.6529 2.2779
C -0.3732 -2.8909 -0.7957
O 1.2136 -3.0732 -2.4388
H -0.4506 -4.0688 -0.5618
H 0.7991 1.4275 0.6422
H -1.0524 0.8268 1.4667
H -2.3150 -0.3593 1.7595
H -0.1793 1.0347 -1.5884
C -1.2603 -0.5299 -0.1080
*
```

No. 5
DFT (ωB97M-V/def2-TZVPD) results for a 2-piece molecular cluster, C10H16O overall.

Values from the calculation:
LUMO energy in eV: 0.87
SMILES: Cc1ccc(O)cc1.CCC
HOMO-LUMO gap in eV: 9.4
Calculated total energy in Ha: -465.8636
Energy relative to the best compared isomer or geometry (same formula, charge and spin) in kcal per mole: 21.48

ORCA input file:
```
! wB97M-V def2-TZVPD RIJCOSX def2/J DEFGRID3
* xyz 0 1
H -0.9030 -2.0839 -1.4005
C 2.6606 0.8573 1.1301
O -0.0142 2.2985 -2.0477
C -1.9355 -1.9798 1.1028
C -1.6884 0.4786 0.6483
H 1.3972 -0.3929 2.2891
H -2.1062 0.6459 1.6290
H -0.5361 3.1151 -1.9838
H 3.6481 0.6687 0.7106
H 2.9038 1.3520 2.0709
H -1.8564 -1.7176 2.1514
C -0.5178 -0.0064 -1.8039
H -2.9945 -2.2151 0.9659
H -1.3543 -2.8734 0.8923
H -1.4717 2.5701 0.2164
C 2.5414 -1.7554 1.0922
C -0.6612 1.2989 -1.3321
H 1.0312 -0.3974 0.5899
H 2.2191 1.5903 0.4635
H 1.8125 -2.5551 0.9982
H -0.1309 -0.0841 -2.8091
C -1.3183 1.5636 -0.1446
C -1.4836 -0.8339 0.2378
C 1.8451 -0.4142 1.2976
H 3.2381 -1.9694 1.9097
H 3.1984 -1.7189 0.2201
C -0.9624 -1.0652 -1.0279
*
```

No. 6
DFT (ωB97M-V/def2-TZVPD) results for a 2-piece molecular cluster, C10H16O overall.

Values from the calculation:
LUMO energy in eV: 0.83
SMILES: Cc1ccc(O)cc1.CCC
HOMO-LUMO gap in eV: 9.2
Calculated total energy in Ha: -465.8459
Energy relative to the best compared isomer or geometry (same formula, charge and spin) in kcal per mole: 32.56

ORCA input file:
```
! wB97M-V def2-TZVPD RIJCOSX def2/J DEFGRID3
* xyz 0 1
C 1.6367 0.6053 1.3390
H -0.4673 -1.8537 -2.6503
C 1.6992 -0.7495 0.9483
C 0.5323 -1.4897 0.9981
C -0.5901 -0.9767 1.6538
H 0.4601 -2.4218 0.4431
O -1.6874 -1.7845 1.8074
H -1.5814 -2.5487 1.1913
H -1.1150 0.3375 -0.3503
H -2.4909 1.3998 -0.7310
H -0.9226 1.4300 -1.5782
H 0.2682 -0.5171 -1.9797
H -2.3944 0.2969 -3.1430
C 2.8232 1.5335 1.2291
C -1.7028 0.7794 -1.1530
H 2.9120 2.0982 2.1561
H 2.7187 2.2039 0.3710
C -0.5105 -0.7637 -2.7062
C 0.4820 1.1369 1.8849
H -2.5402 -1.0850 -2.1184
H 3.7671 1.0152 1.0556
C -1.9102 -0.2119 -2.3071
H 0.4879 2.1545 2.2551
H -1.6375 0.5693 2.4525
C -0.6503 0.3597 2.0569
H -0.2273 -0.4029 -3.6878
H 2.6406 -1.1150 0.5630
*
```

> The highest calculated total energy belongs to which entry?

number 4